(1)
Computed, not measured: a cluster of 2 separate species, C2H3NO2S2 in total, with ωB97M-V with the def2-TZVPD basis set.

Last column: Mulliken charge in e.
Atoms and positions in Å:
C (1.31650, -0.68403, 0.38086)  -0.06
C (0.09067, -0.45418, 0.84243)  -0.09
N (2.28789, -1.62282, 0.97010)  0.93
O (3.29065, -1.79802, 0.31790)  -0.52
O (1.91971, -2.21508, 2.02298)  -0.60
S (-0.91222, 1.40947, -0.88550)  -0.18
S (-0.93142, -0.93943, 2.05239)  -0.15
H (1.81015, -0.01963, -0.38930)  0.31
H (-1.83629, 0.84501, -1.63121)  0.15
H (-0.07931, -1.93180, 2.50071)  0.22

Computed properties:
Orbital gap (spin up / spin down) in eV: 7.25 / 7.13
Highest occupied orbital energy (spin up / spin down) in eV: -9.897 / -9.866

***

(2)
Computed, not measured: the molecule C2H3NO2S2, with ωB97M-V with the def2-TZVPD basis set.

Last column: Mulliken charge in e.
Atoms and positions in Å:
C (1.35230, 0.48253, 0.01314)  -0.04
C (0.25491, 1.16193, -0.08675)  -0.39
N (-0.21149, -1.41548, -0.27800)  -0.31
O (-1.67979, 0.08608, 1.37389)  -0.52
O (-2.03867, 0.09846, -1.00445)  -0.53
S (1.45312, -1.22891, -0.04541)  0.05
S (-1.15919, 0.06614, 0.08222)  0.92
H (2.38423, 0.92745, 0.02673)  0.25
H (0.06686, 2.24744, 0.07384)  0.32
H (-0.42227, -2.42566, -0.15521)  0.26

Computed properties:
Orbital gap in eV: 9.05
Highest occupied orbital energy in eV: -8.681
SMILES string: O=S1(=O)C=CSN1

***

(3)
Computed, not measured: the molecule C2H3NO2S2, with ωB97M-V with the def2-TZVPD basis set.

Last column: Mulliken charge in e.
Atoms and positions in Å:
C (0.78517, -0.31539, 0.08264)  -0.40
C (-0.44080, 0.29096, 0.10752)  0.32
N (-1.77126, -0.61042, 0.02841)  0.91
O (-1.57131, -1.79299, -0.05883)  -0.59
O (-2.82379, -0.06834, 0.10424)  -0.56
S (2.39586, 0.34224, 0.00797)  -0.18
S (-0.78954, 1.99293, 0.06513)  -0.19
H (0.63197, -1.31933, -0.06193)  0.43
H (2.92626, -0.64543, -0.60324)  0.13
H (0.65744, 2.12576, 0.32809)  0.11

Computed properties:
Orbital gap in eV: 8.54
Highest occupied orbital energy in eV: -8.864

***

(4)
Computed, not measured: a structure of composition C2H3NO3, with ωB97M-V with the def2-TZVPD basis set.

Last column: Mulliken charge in e.
Atoms and positions in Å:
C (0.01086, 0.14180, -0.58425)  -0.70
C (-0.14050, 0.34072, 0.72190)  0.08
N (-1.28929, 1.44856, 2.73618)  1.09
O (-1.34383, 0.37817, 3.18639)  -0.45
O (-1.52663, 2.53595, 3.05776)  -0.44
O (-0.36058, 1.52593, 1.27667)  -0.46
H (0.08332, -0.93282, -0.96034)  0.23
H (0.20462, 1.07485, -1.16918)  0.24
H (-0.26692, -0.35407, 1.52407)  0.40

Computed properties:
Orbital gap in eV: 8.49
Highest occupied orbital energy in eV: -9.221

***

(5)
Computed, not measured: the molecule C2H3NO3, with ωB97M-V with the def2-TZVPD basis set.

Last column: Mulliken charge in e.
Atoms and positions in Å:
C (2.02115, -0.14298, 0.09434)  -0.05
C (0.52192, -0.16007, 0.03258)  0.86
N (3.15275, -0.03918, 0.10228)  -0.31
O (0.06466, -1.38909, -0.46401)  -0.44
O (-0.24750, 0.84076, -0.67000)  -0.49
O (0.15327, -0.05704, 1.43436)  -0.53
H (-0.48557, -1.68672, 0.21796)  0.33
H (0.16253, 1.05317, -1.45400)  0.30
H (-0.78533, 0.29868, 1.44129)  0.35

Computed properties:
Orbital gap in eV: 12.23
Highest occupied orbital energy in eV: -11.793
SMILES string: N#CC(O)(O)O

***

(6)
Computed, not measured: the molecule C2H3NO3, with ωB97M-V with the def2-TZVPD basis set.

Last column: Mulliken charge in e.
Atoms and positions in Å:
C (0.46185, 0.46936, 0.08389)  -0.30
C (-0.25875, -0.73876, 0.52204)  0.04
N (-0.10388, 1.22879, -0.87974)  0.87
O (-1.28981, 1.22802, -1.10463)  -0.60
O (0.65865, 1.95728, -1.52152)  -0.57
O (0.30223, -1.62516, 1.32436)  -0.45
H (1.52521, 0.83134, 0.37264)  0.33
H (-1.31481, -0.75355, 0.02475)  0.31
H (0.01932, -2.59734, 1.17820)  0.38

Computed properties:
Orbital gap in eV: 9.31
Highest occupied orbital energy in eV: -9.790
SMILES string: O=[N+]([O-])/C=C/O

***

How do the records compare in energy relative to the best compared isomer or geometry (same formula, charge and spin)? In the order shown, they have 6.6842, 2.3581, 4.2661, 6.7115, 2.2318, 5.6640 eV.
How do the records compare in strongest force on any atom? In the order shown, they have 0.0569, 0.0848, 0.0656, 0.0649, 0.0805, 0.1325 hartree/bohr.